1.
Formula: C25H33CsF6I2N3O5PS3
Source: OMol25
Level of theory: wB97M-V/def2-TZVPD

Positions of all 79 atoms, in Å:
1 Cs 0.42 -0.58 0.37
2 C -4.39 -1.76 -2.24
3 C -4.61 -0.84 -1.05
4 C -4.84 0.60 -1.51
5 P -3.11 -0.96 0.06
6 C -3.59 0.14 1.51
7 C -5.02 0.08 2.05
8 C -2.61 -0.08 2.66
9 C -3.26 -2.68 0.65
10 C -4.46 -3.15 1.18
11 C -4.68 -4.46 1.58
12 C -6.01 -4.91 2.13
13 C -3.61 -5.34 1.41
14 C -2.41 -4.94 0.88
15 C -2.17 -3.59 0.45
16 N -1.02 -3.20 -0.10
17 C -0.10 -4.15 -0.54
18 C -0.35 -4.89 -1.71
19 C -1.65 -4.68 -2.44
20 C 0.60 -5.78 -2.20
21 C 1.82 -5.97 -1.56
22 C 2.85 -6.90 -2.12
23 C 2.06 -5.24 -0.41
24 C 1.14 -4.33 0.11
25 C 1.47 -3.57 1.37
26 H -5.26 -1.75 -2.91
27 H -4.21 -2.79 -1.93
28 H -3.52 -1.43 -2.82
29 H -5.50 -1.19 -0.51
30 H -3.96 0.96 -2.05
31 H -5.01 1.28 -0.67
32 H -5.70 0.65 -2.18
33 H -3.42 1.14 1.11
34 H -5.17 -0.83 2.63
35 H -5.78 0.11 1.26
36 H -5.20 0.93 2.72
37 H -2.69 -1.10 3.03
38 H -2.82 0.60 3.49
39 H -1.56 0.09 2.38
40 H -5.29 -2.45 1.28
41 H -6.67 -4.06 2.29
42 H -5.90 -5.42 3.10
43 H -6.52 -5.61 1.46
44 H -3.72 -6.38 1.71
45 H -1.61 -5.66 0.76
46 H -1.82 -3.61 -2.60
47 H -2.50 -5.04 -1.87
48 H -1.64 -5.19 -3.41
49 H 0.38 -6.33 -3.11
50 H 2.39 -7.72 -2.68
51 H 3.46 -7.34 -1.33
52 H 3.53 -6.38 -2.81
53 H 3.00 -5.37 0.12
54 H 2.25 -4.09 1.94
55 H 0.59 -3.45 1.99
56 H 1.86 -2.58 1.13
57 I -1.82 3.45 -0.96
58 C -0.32 2.81 -2.31
59 I -0.68 0.94 -3.25
60 H 0.58 2.69 -1.72
61 H -0.24 3.55 -3.09
62 F 4.70 -1.69 3.20
63 C 3.75 -0.75 3.04
64 F 2.57 -1.35 3.26
65 F 3.93 0.18 3.98
66 S 3.92 0.00 1.31
67 O 2.91 -0.70 0.55
68 O 5.30 -0.28 1.04
69 N 3.67 1.53 1.39
70 S 2.29 2.28 0.93
71 O 1.40 1.63 -0.06
72 O 1.92 3.49 1.63
73 C 3.26 3.21 -0.37
74 F 4.24 3.97 0.15
75 F 2.43 4.05 -1.05
76 F 3.82 2.41 -1.30
77 O 0.31 0.95 4.68
78 S 0.95 1.75 3.62
79 N 1.35 1.06 2.38

Calculated values
Net charge ... -2
Lowest unoccupied orbital energy ... 3.610 eV
Kohn-Sham gap ... 5.264 eV

***

2.
Formula: C25H33LiN6O5S
Source: OMol25
Level of theory: wB97M-V/def2-TZVPD

Positions of all 71 atoms, in Å:
1 Li -0.71 -2.31 -1.43
2 C -3.14 -2.62 2.58
3 C -2.28 -2.93 1.37
4 N -1.22 -2.23 1.13
5 O -1.02 -1.30 2.18
6 C -2.68 -3.93 0.45
7 C -3.78 -4.87 0.73
8 N -2.03 -4.03 -0.70
9 O -2.23 -5.03 -1.41
10 H -3.99 -3.32 2.73
11 H -3.47 -1.59 2.48
12 H -2.51 -2.70 3.48
13 H -0.32 -0.69 1.85
14 H -3.90 -5.14 1.78
15 H -3.51 -5.83 0.20
16 H -4.76 -4.54 0.30
17 C -5.03 3.31 -1.35
18 N -4.33 2.28 -0.66
19 C -5.16 1.19 -0.25
20 C -3.09 1.85 -1.18
21 O -2.94 0.68 -1.63
22 N -2.15 2.85 -1.27
23 C -1.10 2.66 -2.24
24 C -1.97 3.80 -0.22
25 H -6.11 3.09 -1.27
26 H -4.80 3.42 -2.42
27 H -4.94 4.29 -0.84
28 H -5.91 1.53 0.48
29 H -4.54 0.43 0.22
30 H -5.66 0.74 -1.15
31 H -0.11 2.77 -1.78
32 H -1.19 3.41 -3.04
33 H -1.26 1.65 -2.62
34 H -2.76 3.63 0.52
35 H -2.02 4.81 -0.60
36 H -1.00 3.66 0.31
37 S -1.49 -0.97 -5.89
38 C -1.35 -1.44 -4.33
39 N -1.16 -1.85 -3.22
40 C 3.00 2.99 3.15
41 C 3.19 2.74 1.69
42 C 3.61 3.77 0.84
43 C 3.70 3.57 -0.53
44 C 3.40 2.34 -1.07
45 C 3.20 1.23 -0.23
46 N 3.06 -0.05 -0.75
47 C 3.84 -1.15 -0.41
48 C 5.17 -1.05 -0.03
49 C 5.96 -2.19 0.11
50 C 5.37 -3.46 0.02
51 C 3.99 -3.63 -0.29
52 C 3.21 -2.49 -0.47
53 C 1.67 -2.62 -0.85
54 O 1.09 -3.72 -0.83
55 O 1.05 -1.49 -1.15
56 C 3.04 1.44 1.16
57 C 2.64 0.27 2.01
58 H 3.00 4.05 3.43
59 H 3.80 2.45 3.72
60 H 2.03 2.59 3.50
61 H 3.82 4.77 1.24
62 H 3.74 4.41 -1.18
63 H 3.30 2.27 -2.10
64 H 2.13 -0.40 -1.13
65 H 5.61 -0.06 0.07
66 H 7.03 -2.10 0.37
67 H 5.98 -4.37 0.11
68 H 3.54 -4.61 -0.38
69 H 3.44 -0.22 2.54
70 H 2.13 -0.52 1.36
71 H 1.91 0.57 2.77

Calculated values
Net charge ... -2
Lowest unoccupied orbital energy ... 3.994 eV
Kohn-Sham gap ... 4.855 eV

***

3.
Formula: C25H33N3O2
Source: OMol25
Level of theory: wB97M-V/def2-TZVPD

Positions of all 63 atoms, in Å:
1 C -3.71 -1.90 0.68
2 C -3.65 -0.77 -0.34
3 N -3.69 -1.30 -1.72
4 C -4.10 -0.17 -2.57
5 C -2.86 0.71 -2.74
6 C -2.09 0.89 -1.44
7 C -1.06 1.83 -1.38
8 C -0.38 2.05 -0.18
9 C -0.69 1.30 0.96
10 C -1.71 0.35 0.91
11 C -2.43 0.14 -0.28
12 C -5.11 0.49 -1.67
13 C -6.14 1.37 -2.00
14 C -6.93 1.89 -0.95
15 C -6.67 1.52 0.38
16 C -5.62 0.63 0.68
17 C -4.86 0.12 -0.37
18 H -2.81 -2.51 0.61
19 H -4.58 -2.54 0.47
20 H -3.81 -1.51 1.69
21 H -2.77 -1.65 -1.99
22 H -4.53 -0.48 -3.53
23 H -2.19 0.25 -3.48
24 H -3.16 1.69 -3.13
25 H -0.80 2.41 -2.26
26 H 0.39 2.81 -0.14
27 H -0.15 1.48 1.88
28 H -1.95 -0.20 1.81
29 H -6.32 1.66 -3.03
30 H -7.73 2.58 -1.18
31 H -7.28 1.93 1.18
32 H -5.41 0.36 1.71
33 C 5.09 1.50 3.24
34 N 3.98 2.10 2.51
35 C 3.34 1.72 1.39
36 O 2.53 2.51 0.93
37 C 3.59 0.37 0.64
38 C 2.28 -0.38 0.34
39 C 2.39 -1.61 -0.58
40 C 1.07 -2.38 -0.59
41 C 2.71 -1.21 -2.02
42 N 4.52 -0.56 1.29
43 C 5.62 -1.06 0.73
44 C 6.43 -2.03 1.57
45 O 6.00 -0.77 -0.40
46 H 4.77 0.57 3.72
47 H 5.93 1.30 2.57
48 H 5.43 2.19 4.01
49 H 3.67 3.00 2.83
50 H 4.02 0.67 -0.32
51 H 1.84 -0.69 1.29
52 H 1.59 0.31 -0.13
53 H 3.17 -2.29 -0.22
54 H 1.15 -3.25 -1.26
55 H 0.26 -1.74 -0.94
56 H 0.84 -2.74 0.41
57 H 1.96 -0.52 -2.39
58 H 3.69 -0.74 -2.07
59 H 2.73 -2.09 -2.66
60 H 4.30 -0.87 2.22
61 H 7.30 -2.35 0.99
62 H 6.76 -1.53 2.47
63 H 5.81 -2.89 1.81

Calculated values
Lowest unoccupied orbital energy ... 0.444 eV
SMILES ... C[C@]12N[C@H](Cc3ccccc31)c1ccccc12.CNC(=O)[C@H](CC(C)C)NC(C)=O
Kohn-Sham gap ... 8.782 eV

***

4.
Formula: C25H33N3O5S2
Source: OMol25
Level of theory: wB97M-V/def2-TZVPD

Positions of all 68 atoms, in Å:
1 C -3.66 -2.70 -2.39
2 C -2.87 -2.48 -1.10
3 N -3.21 -1.26 -0.40
4 C -4.49 -1.17 0.29
5 C -5.53 -0.35 -0.48
6 C -6.86 -0.36 0.27
7 C -6.68 0.20 1.67
8 C -5.64 -0.60 2.44
9 C -4.31 -0.60 1.69
10 S -2.41 0.09 -0.93
11 O -2.30 0.10 -2.36
12 O -2.95 1.25 -0.28
13 C -0.77 -0.23 -0.25
14 C 0.23 -0.71 -1.06
15 C 1.49 -0.96 -0.52
16 C 1.71 -0.67 0.81
17 S 3.33 -0.85 1.60
18 O 3.50 0.31 2.43
19 O 3.37 -2.14 2.21
20 N 4.52 -0.78 0.45
21 C 4.89 0.53 -0.02
22 C 3.71 1.20 -0.74
23 O 3.53 1.06 -1.93
24 N 2.91 1.88 0.11
25 C 1.64 2.43 -0.13
26 C 1.04 2.43 -1.39
27 C -0.24 2.94 -1.54
28 C -0.92 3.46 -0.46
29 C -0.32 3.47 0.79
30 C 0.95 2.95 0.96
31 C 4.74 -1.96 -0.33
32 C 6.00 -2.19 -1.10
33 C 4.71 -1.97 -1.83
34 C 0.70 -0.18 1.62
35 C -0.56 0.03 1.09
36 H -4.72 -2.83 -2.18
37 H -3.54 -1.84 -3.04
38 H -3.30 -3.59 -2.90
39 H -1.81 -2.41 -1.34
40 H -3.02 -3.32 -0.42
41 H -4.86 -2.20 0.38
42 H -5.66 -0.76 -1.49
43 H -5.16 0.67 -0.58
44 H -7.24 -1.38 0.33
45 H -7.59 0.24 -0.28
46 H -7.64 0.18 2.21
47 H -6.35 1.24 1.60
48 H -5.50 -0.18 3.44
49 H -5.99 -1.63 2.56
50 H -3.57 -1.19 2.23
51 H -3.94 0.42 1.60
52 H 0.03 -0.87 -2.11
53 H 2.28 -1.34 -1.15
54 H 5.21 1.12 0.85
55 H 5.73 0.44 -0.72
56 H 3.16 1.84 1.10
57 H 1.57 2.02 -2.23
58 H -0.70 2.92 -2.51
59 H -1.92 3.85 -0.58
60 H -0.85 3.88 1.64
61 H 1.42 2.95 1.93
62 H 4.31 -2.80 0.20
63 H 6.75 -1.41 -1.12
64 H 6.43 -3.19 -1.08
65 H 4.26 -2.81 -2.33
66 H 4.58 -1.03 -2.35
67 H 0.93 0.03 2.65
68 H -1.37 0.42 1.68

Calculated values
Lowest unoccupied orbital energy ... 0.275 eV
SMILES ... CCN(C1CCCCC1)S(=O)(=O)c1ccc(S(=O)(=O)N(CC(=O)Nc2ccccc2)C2CC2)cc1
Kohn-Sham gap ... 8.830 eV

***

5.
Formula: C25H33N3O6S
Source: OMol25
Level of theory: wB97M-V/def2-TZVPD

Positions of all 68 atoms, in Å:
1 C -0.52 -3.49 2.05
2 O -0.12 -3.22 0.73
3 C 0.83 -2.27 0.50
4 C 1.44 -1.54 1.51
5 C 2.48 -0.64 1.27
6 C 2.95 -0.48 -0.02
7 C 2.31 -1.16 -1.05
8 C 1.24 -2.02 -0.83
9 O 0.71 -2.55 -1.96
10 C -0.40 -3.43 -1.92
11 C 4.15 0.38 -0.32
12 C 5.39 -0.51 -0.50
13 N 4.41 1.39 0.70
14 C 3.86 2.71 0.47
15 C 2.67 2.73 -0.50
16 O 2.73 3.24 -1.60
17 N 1.57 2.09 -0.01
18 C 0.52 1.52 -0.72
19 C 0.42 1.58 -2.11
20 C -0.58 0.89 -2.75
21 C -1.53 0.14 -2.06
22 C -2.56 -0.63 -2.84
23 C -1.44 0.13 -0.68
24 S -2.61 -0.67 0.43
25 O -2.00 -0.76 1.72
26 O -3.16 -1.87 -0.15
27 N -3.87 0.40 0.61
28 C -4.77 0.59 -0.51
29 C -6.03 1.28 0.00
30 O -5.72 2.50 0.62
31 C -4.85 2.31 1.71
32 C -3.54 1.65 1.26
33 C -0.44 0.81 -0.02
34 C 4.36 0.85 2.04
35 C 3.03 0.17 2.42
36 H -1.24 -4.29 1.97
37 H -1.00 -2.62 2.50
38 H 0.33 -3.81 2.66
39 H 1.10 -1.66 2.53
40 H 2.62 -1.02 -2.07
41 H -0.13 -4.38 -1.44
42 H -1.25 -3.00 -1.39
43 H -0.66 -3.61 -2.96
44 H 4.00 0.91 -1.27
45 H 5.52 -1.18 0.35
46 H 6.28 0.10 -0.61
47 H 5.27 -1.12 -1.39
48 H 4.64 3.34 0.01
49 H 3.56 3.17 1.42
50 H 1.63 1.77 0.95
51 H 1.15 2.15 -2.67
52 H -0.63 0.92 -3.83
53 H -3.09 -1.33 -2.20
54 H -3.28 0.05 -3.29
55 H -2.08 -1.17 -3.64
56 H -4.30 1.22 -1.28
57 H -5.00 -0.39 -0.92
58 H -6.54 0.62 0.71
59 H -6.71 1.52 -0.83
60 H -5.33 1.68 2.47
61 H -4.65 3.30 2.13
62 H -3.01 2.32 0.58
63 H -2.91 1.41 2.12
64 H -0.40 0.74 1.06
65 H 5.16 0.11 2.11
66 H 4.59 1.65 2.75
67 H 3.19 -0.46 3.29
68 H 2.29 0.93 2.71

Calculated values
Lowest unoccupied orbital energy ... 0.560 eV
SMILES ... COc1cc2c(cc1OC)[C@H](C)N(CC(=O)Nc1ccc(C)c(S(=O)(=O)N3CCOCC3)c1)CC2
Kohn-Sham gap ... 8.260 eV

***

6.
Formula: C25H33N5O6S2
Source: OMol25
Level of theory: wB97M-V/def2-TZVPD

Positions of all 71 atoms, in Å:
1 C 6.05 -0.11 5.15
2 C 4.60 0.24 4.83
3 C 4.32 0.14 3.33
4 N 4.57 -1.21 2.84
5 C 4.95 -1.26 1.45
6 C 3.86 -0.77 0.48
7 C 2.53 -1.35 0.86
8 C 2.38 -1.97 2.07
9 S 0.78 -2.60 2.33
10 C 0.32 -2.03 0.77
11 N -0.94 -2.19 0.27
12 C -2.06 -2.53 0.97
13 O -2.05 -2.91 2.12
14 C -3.25 -2.22 0.11
15 C -4.24 -1.37 0.60
16 C -5.12 -0.77 -0.27
17 C -5.03 -1.05 -1.63
18 S -5.86 0.01 -2.81
19 O -6.95 0.66 -2.15
20 O -6.09 -0.71 -4.02
21 N -4.74 1.19 -3.15
22 C -4.41 2.16 -2.14
23 C -3.09 1.82 -1.43
24 N -2.06 1.64 -2.43
25 C -0.80 2.12 -2.29
26 O 0.10 1.91 -3.07
27 O -0.67 2.90 -1.19
28 C 0.62 3.44 -0.92
29 C 1.18 2.83 0.36
30 C -2.35 0.64 -3.44
31 C -3.69 0.96 -4.11
32 C -4.15 -2.00 -2.11
33 C -3.25 -2.59 -1.24
34 C 1.32 -1.36 0.09
35 C 1.00 -0.73 -1.19
36 N 1.91 0.07 -1.78
37 O -0.10 -0.88 -1.74
38 C 3.47 -2.12 3.09
39 H 6.28 -1.10 4.77
40 H 6.23 -0.09 6.22
41 H 6.73 0.61 4.68
42 H 3.94 -0.43 5.38
43 H 4.38 1.26 5.16
44 H 5.00 0.82 2.81
45 H 3.29 0.47 3.13
46 H 5.18 -2.31 1.22
47 H 5.86 -0.68 1.31
48 H 3.81 0.32 0.52
49 H 4.13 -1.07 -0.54
50 H -0.99 -1.78 -0.68
51 H -4.26 -1.15 1.66
52 H -5.87 -0.07 0.06
53 H -5.24 2.18 -1.43
54 H -4.33 3.14 -2.61
55 H -2.81 2.62 -0.76
56 H -3.20 0.89 -0.85
57 H 0.49 4.52 -0.80
58 H 1.27 3.24 -1.77
59 H 2.17 3.23 0.55
60 H 1.24 1.74 0.26
61 H 0.54 3.06 1.20
62 H -1.54 0.66 -4.16
63 H -2.37 -0.34 -2.96
64 H -4.01 0.13 -4.74
65 H -3.58 1.86 -4.73
66 H -4.16 -2.24 -3.16
67 H -2.53 -3.30 -1.60
68 H 2.78 0.32 -1.35
69 H 1.57 0.60 -2.58
70 H 3.87 -3.15 3.05
71 H 3.07 -1.96 4.09

Calculated values
Lowest unoccupied orbital energy ... -0.055 eV
SMILES ... CCCN1CCc2c(sc(NC(=O)c3ccc(S(=O)(=O)N4CCN(C(=O)OCC)CC4)cc3)c2C(N)=O)C1
Kohn-Sham gap ... 8.134 eV

***

7.
Formula: C25H33O2RuTe
Source: OMol25
Level of theory: wB97M-V/def2-TZVPD

Positions of all 62 atoms, in Å:
1 O -0.28 -0.42 -3.82
2 C -0.16 0.86 -4.60
3 C -0.09 0.19 -5.95
4 H 0.77 1.42 -4.41
5 H -1.05 1.48 -4.42
6 C -0.09 -1.10 -5.10
7 H 0.81 0.35 -6.54
8 H -1.04 0.29 -6.48
9 C 1.25 -1.82 -5.09
10 H 2.03 -1.15 -4.71
11 H 1.50 -2.14 -6.10
12 H 1.18 -2.69 -4.44
13 C -1.24 -1.93 -5.63
14 H -2.17 -1.35 -5.67
15 H -1.42 -2.85 -5.06
16 H -0.97 -2.20 -6.67
17 Ru -0.62 -0.65 1.19
18 C -2.36 -1.08 3.03
19 C -2.47 0.31 3.30
20 C -2.63 1.00 2.08
21 H -2.53 0.74 4.29
22 C -2.69 0.03 1.00
23 C -2.58 -1.28 1.62
24 H -2.91 -2.21 1.14
25 H -2.15 -1.86 3.76
26 H -2.74 2.08 1.96
27 H -2.91 0.21 -0.05
28 C 1.09 -2.24 2.80
29 C -0.07 -2.64 2.05
30 C 0.21 -2.39 0.64
31 H -0.89 -3.24 2.44
32 C 1.45 -1.64 0.59
33 C 1.98 -1.59 1.92
34 H 2.97 -1.21 2.19
35 H 1.27 -2.46 3.85
36 H -0.31 -2.84 -0.20
37 H 1.96 -1.31 -0.32
38 O 2.03 1.60 -2.61
39 C 1.34 0.78 -1.63
40 C -0.11 1.29 -1.59
41 H 1.79 0.92 -0.61
42 H 1.44 -0.29 -1.89
43 C 0.06 2.80 -1.85
44 H -0.63 1.00 -0.67
45 H -0.67 0.89 -2.43
46 C 1.51 2.95 -2.31
47 H -0.11 3.36 -0.93
48 H -0.65 3.20 -2.58
49 H 2.11 3.35 -1.47
50 H 1.63 3.62 -3.18
51 Te 0.64 1.27 2.31
52 C 0.65 1.11 4.45
53 C -0.29 1.81 5.25
54 C -0.20 1.72 6.65
55 C 0.75 0.90 7.26
56 C 1.62 0.15 6.46
57 C 1.60 0.27 5.06
58 H -1.09 2.38 4.76
59 H -0.90 2.29 7.27
60 H 0.78 0.80 8.34
61 H 2.33 -0.54 6.91
62 H 2.29 -0.30 4.43

Calculated values
Net charge ... +1
Lowest unoccupied orbital energy (spin up / spin down) ... -4.556 / -5.385 eV
Kohn-Sham gap (spin up / spin down) ... 6.052 / 6.136 eV
2S+1 ... 5

***

Table of maximum force (Eh/bohr), in record order: 0.07390, 0.09651, 0.03322, 0.01963, 0.01897, 0.02208, 0.04935
Table of electronic energy (Ha), in record order: -4263.5761, -2082.9173, -1287.2298, -2309.2593, -1986.3126, -2494.1216, -1485.3062
Table of energy relative to the best compared isomer or geometry (same formula, charge and spin) (kcal/mol), in record order: 58.7, 0.0, 24.3, 3.1, 44.3, 0.0, 3.2